# 1
Entry from the Open Molecules 2025 dataset: a cluster of 2 separate species, C5H4ClN in total (ωB97M-V/def2-TZVPD).

Output
**Total charge**: 0
**HOMO level**: -10.12 eV
**2S+1**: 1
**Relative energy (zero: lowest compared OMol25 entry of this formula, charge and spin)**: 61.0 kcal/mol

Last column: Mulliken charge in e.
Cartesian coordinates (Å):
C 0.9778 1.1805 0.4967  -0.59
C 0.8189 1.3960 -0.8301  -0.16
C 0.9348 0.2783 -1.7605  0.27
N 0.8652 -0.6220 -2.4989  -0.40
H 0.8940 2.0072 1.2270  0.26
H 1.3279 0.2023 1.0283  0.27
H 0.5579 2.2389 -1.4082  0.36
C -1.2814 -1.5108 1.6395  -0.23
C -1.5971 -1.8637 0.5341  0.00
Cl -2.1528 -2.4658 -0.8894  -0.12
H -1.3451 -0.8411 2.4614  0.35



# 2
Entry from the Open Molecules 2025 dataset: a structure of composition C5H4CoO4 (ωB97M-V/def2-TZVPD).

Output
**Total charge**: +2
**HOMO level (spin up / spin down)**: -18.68 / -18.69 eV
**2S+1**: 4
**⟨S²⟩**: 3.7567

Last column: Mulliken spin population.
Cartesian coordinates (Å):
C 3.2441 -0.1477 0.0854  0.00
C 3.4773 0.8891 -0.5498  0.06
H 3.7003 1.8768 -0.9355  0.00
H 2.2391 0.4846 -0.5038  -0.01
O -1.1549 -1.7002 0.2450  0.03
C -0.1229 -0.9562 0.3398  -0.01
O 0.6979 -1.0103 1.2911  0.16
O -0.2421 0.1980 -0.3437  0.00
Co 2.3431 -1.5664 1.1978  2.77
C -2.6324 0.0360 0.0102  0.00
C -1.6670 0.5652 -0.7051  0.00
O -3.6924 0.1285 0.6343  0.00
H -1.7539 1.6066 -1.0409  0.00
H -4.4363 -0.4041 0.2750  0.00



# 3
Entry from the Open Molecules 2025 dataset: a structure of composition C5H4ErO4 (ωB97M-V/def2-TZVPD).

Output
**Total charge**: +4
**HOMO level (spin up / spin down)**: -25.13 / -23.02 eV
**2S+1**: 5
**⟨S²⟩**: 6.0144

Last column: Mulliken spin population.
Cartesian coordinates (Å):
C 1.0214 -1.4554 -0.1912  1.56
C 2.0126 -0.7552 -0.2039  0.40
H 2.8529 -0.0812 -0.1297  0.02
H 0.2101 0.6871 -1.4297  0.02
O 1.0927 1.2572 -3.4278  0.00
C -0.0069 1.8408 -2.9372  0.00
O -0.6053 2.7011 -3.5685  0.00
O -0.3929 1.3651 -1.8194  0.01
Er -2.5353 4.2168 -3.4077  2.00
C 2.5618 1.7773 -4.6505  0.00
C 1.3722 1.2984 -4.8854  0.00
O 3.5172 2.5374 -4.7414  0.00
H 0.6722 1.7565 -5.5933  0.00
H 4.3968 2.1540 -4.5177  0.00



# 4
Entry from the Open Molecules 2025 dataset: an isolated molecule of C5H4F2S (ωB97M-V/def2-TZVPD).

Output
**Total charge**: 0
**HOMO level**: -9.06 eV
**2S+1**: 1
**Relative energy (zero: lowest compared OMol25 entry of this formula, charge and spin)**: 50.7 kcal/mol

Last column: Mulliken charge in e.
Cartesian coordinates (Å):
C 0.2954 -2.4889 -1.1569  0.17
C 0.4570 -1.6984 -0.2567  -0.56
C 0.5887 -0.8446 0.8638  0.26
F 1.0813 -1.4371 1.9632  -0.25
C 0.1153 0.4486 0.8362  0.13
F 0.1908 1.1947 1.9053  -0.28
C -0.6210 0.9342 -0.3595  -0.41
S 0.0850 2.5594 -0.9283  -0.22
H -0.0289 -3.0987 -1.9447  0.46
H -1.6805 1.0578 -0.0388  0.29
H -0.6711 0.1899 -1.0975  0.28
H 0.1879 3.1830 0.2139  0.13